[1]
A cluster of 2 separate species, C5H14NO2 in total in a non-equilibrium geometry, computed with ωB97M-V/def2-TZVPD.

Last column: natural (NBO) charge in e.
Atoms and positions in Å:
C  -1.041  -2.492  0.123  -0.38
N  -0.314  -1.306  -0.142  -0.69
C  0.582  1.345  2.483  -0.61
C  0.772  0.185  1.474  -0.39
C  -0.449  -0.088  0.630  -0.06
C  -0.816  1.071  -0.354  -0.05
O  0.297  1.552  -1.068  -0.94
H  -1.799  -2.794  -0.614  0.16
H  -1.635  -2.451  1.056  0.17
H  -0.457  -3.404  0.343  0.15
H  0.104  -1.243  -1.060  0.42
H  1.559  1.538  2.931  0.19
H  0.239  2.231  1.955  0.22
H  -0.047  1.019  3.314  0.18
H  1.637  0.383  0.846  0.22
H  0.911  -0.713  2.092  0.17
H  -1.326  -0.133  1.284  0.15
H  -1.636  0.712  -0.983  0.12
H  -1.151  1.970  0.200  0.12
H  1.775  0.001  -3.212  0.44
H  0.630  0.618  -2.113  0.51
O  0.896  -0.150  -2.854  -1.09

Properties
**E_HOMO**: -3.22 eV
**Gap between HOMO and LUMO**: 7.1862 eV
**Charge**: -1
**Electronic energy**: -404.13095 Ha
**Relative energy (zero: lowest compared OMol25 entry of this formula, charge and spin)**: 0.6425 eV
**Lowest unoccupied orbital energy**: 3.96 eV

=====

[2]
A structure of composition C43H63O18PSi2 in a non-equilibrium geometry, computed with ωB97M-V/def2-TZVPD.

Last column: Löwdin charge in e.
Atoms and positions in Å:
C  -5.937  0.128  -1.749  0.05
C  -4.728  -0.010  -1.715  -0.18
Si  -2.874  0.159  -1.629  0.46
C  -2.051  -1.323  -2.458  -0.25
C  -0.612  -1.061  -3.047  -0.25
C  0.436  -1.918  -2.294  -0.21
C  1.855  -1.558  -2.803  -0.20
C  2.357  -0.150  -2.344  -0.18
C  3.223  -0.294  -1.051  -0.20
C  2.807  0.679  0.091  -0.20
C  1.701  0.103  1.009  -0.19
C  0.251  0.520  0.638  -0.20
C  0.064  2.017  0.279  -0.22
C  0.371  2.998  1.426  -0.18
C  -0.713  2.895  2.560  -0.18
C  -1.584  4.199  2.700  -0.20
C  -2.991  3.934  2.115  -0.25
C  -3.064  4.131  0.562  -0.10
O  -2.310  1.654  -2.149  -0.34
Si  -2.547  2.032  -3.780  0.51
C  -1.817  3.763  -4.014  -0.24
C  -2.613  4.721  -3.052  -0.26
C  -3.102  6.033  -3.708  -0.20
C  -1.953  7.100  -3.804  -0.14
C  -1.311  7.142  -5.226  -0.17
O  0.122  7.176  -5.225  -0.02
C  0.691  5.937  -5.151  -0.52
C  1.718  5.680  -4.042  0.02
O  0.445  5.050  -5.926  0.10
C  -4.367  2.143  -4.327  -0.27
P  -4.899  0.868  -5.547  0.41
O  -6.099  0.199  -5.044  -0.29
O  -5.303  1.646  -6.929  -0.13
O  -3.705  -0.137  -5.985  -0.16
H  -7.007  0.158  -1.670  0.04
H  -2.554  0.085  -0.189  0.02
H  -2.741  -1.784  -3.189  0.07
H  -1.930  -2.085  -1.665  0.07
H  -0.369  -0.005  -2.852  0.07
H  -0.561  -1.292  -4.122  0.11
H  0.340  -1.767  -1.206  0.10
H  0.228  -2.991  -2.490  0.09
H  1.794  -1.529  -3.907  0.11
H  2.626  -2.287  -2.513  0.10
H  1.535  0.563  -2.177  0.09
H  2.970  0.265  -3.161  0.11
H  4.244  0.028  -1.330  0.10
H  3.322  -1.333  -0.707  0.10
H  3.716  0.784  0.715  0.11
H  2.601  1.682  -0.305  0.10
H  1.749  -0.999  0.899  0.09
H  1.884  0.290  2.076  0.09
H  -0.205  -0.088  -0.158  0.06
H  -0.368  0.336  1.539  0.10
H  0.644  2.220  -0.639  0.10
H  -0.991  2.141  -0.023  0.07
H  0.273  4.013  0.996  0.10
H  1.402  2.928  1.807  0.11
H  -1.387  2.077  2.264  0.09
H  -0.217  2.623  3.502  0.10
H  -1.706  4.352  3.786  0.10
H  -1.090  5.059  2.229  0.10
H  -3.344  2.917  2.348  0.10
H  -3.748  4.615  2.542  0.10
H  -3.071  3.179  0.011  0.05
H  -3.985  4.667  0.286  0.07
H  -2.212  4.728  0.203  0.06
H  -1.745  1.147  -4.654  0.03
H  -1.968  4.092  -5.055  0.07
H  -0.754  3.795  -3.731  0.07
H  -3.506  4.210  -2.644  0.08
H  -1.971  4.971  -2.195  0.09
H  -3.883  6.511  -3.090  0.11
H  -3.567  5.841  -4.689  0.11
H  -1.219  6.871  -3.015  0.11
H  -2.364  8.100  -3.593  0.11
H  -1.636  8.075  -5.709  0.13
H  -1.728  6.316  -5.819  0.11
H  2.246  6.602  -3.763  0.08
H  1.243  5.255  -3.143  0.08
H  2.420  4.920  -4.405  0.09
H  -5.050  2.183  -3.469  0.05
H  -4.486  3.113  -4.847  0.06
H  -4.530  1.546  -7.512  0.08
H  -3.376  -0.604  -5.203  0.05
C  1.879  -5.229  3.452  0.08
C  1.457  -3.975  3.252  -0.23
C  2.118  -2.806  3.918  -0.30
O  1.698  -1.689  3.679  0.10
C  3.230  -3.067  4.821  0.08
C  3.652  -4.322  5.025  -0.22
C  3.007  -5.489  4.338  -0.31
O  3.443  -6.606  4.546  0.12
O  4.664  -4.599  5.846  0.08
O  0.425  -3.693  2.449  0.10
H  1.411  -6.079  2.975  0.13
H  3.687  -2.217  5.307  0.13
H  4.766  -5.572  5.808  0.13
H  0.327  -2.721  2.477  0.11
C  3.916  -1.707  8.715  0.07
C  4.226  -3.007  8.815  -0.22
C  3.870  -3.807  10.033  -0.31
O  4.159  -4.989  10.062  0.11
C  3.196  -3.125  11.130  0.07
C  2.890  -1.826  11.030  -0.24
C  3.221  -1.032  9.802  -0.32
O  2.903  0.142  9.760  0.11
O  2.275  -1.166  12.013  0.11
O  4.863  -3.661  7.842  0.08
H  4.164  -1.119  7.843  0.13
H  2.961  -3.708  12.010  0.14
H  2.170  -0.251  11.691  0.12
H  4.961  -4.575  8.167  0.12
C  -0.201  -6.607  -3.361  0.08
C  0.432  -7.769  -3.564  -0.23
C  1.169  -8.466  -2.460  -0.31
O  1.710  -9.529  -2.697  0.11
C  1.205  -7.829  -1.150  0.08
C  0.576  -6.666  -0.947  -0.23
C  -0.184  -5.983  -2.045  -0.31
O  -0.754  -4.935  -1.802  0.09
O  0.591  -6.053  0.241  0.10
O  0.441  -8.370  -4.754  0.12
H  -0.738  -6.096  -4.148  0.14
H  1.755  -8.333  -0.367  0.14
H  0.067  -5.236  0.130  0.11
H  0.961  -9.188  -4.633  0.12

Properties
**E_HOMO**: -9.69 eV
**Gap between HOMO and LUMO**: 8.0319 eV
**Electronic energy**: -3951.03644 Ha
**Lowest unoccupied orbital energy**: -1.66 eV

=====

[3]
An isolated molecule of C3H4N4O2 in a non-equilibrium geometry, computed with ωB97M-V/def2-TZVPD.

Last column: natural (NBO) charge in e.
Atoms and positions in Å:
H  2.151  0.906  -0.320  0.36
N  2.011  0.245  0.418  -0.56
C  0.886  -0.240  0.214  0.28
C  0.297  -1.503  1.026  0.61
O  1.074  -2.283  1.579  -0.48
N  -1.126  -1.469  1.161  -0.55
C  -1.780  -0.645  0.438  0.44
O  -1.330  0.284  -0.373  -0.36
N  -0.033  0.175  -0.893  -0.03
N  0.420  1.364  -1.367  -0.64
H  -2.870  -0.599  0.688  0.20
H  -0.156  1.758  -2.094  0.39
H  0.457  2.007  -0.478  0.34

Properties
**E_HOMO**: -9.92 eV
**Gap between HOMO and LUMO**: 9.6856 eV
**Electronic energy**: -486.09537 Ha
**Relative energy (zero: lowest compared OMol25 entry of this formula, charge and spin)**: 3.5866 eV
**Lowest unoccupied orbital energy**: -0.23 eV
**SMILES string**: [H]/N=c1/c(=O)ncon1N

=====

[4]
An isolated molecule of C19H26N4O2S in a non-equilibrium geometry, computed with ωB97M-V/def2-TZVPD.

Last column: natural (NBO) charge in e.
Atoms and positions in Å:
C  1.137  4.901  -0.959  -0.24
O  1.702  4.076  0.025  -0.55
C  2.434  2.998  -0.504  -0.06
C  2.881  2.105  0.650  -0.43
C  1.677  1.528  1.401  -0.22
N  0.883  0.681  0.549  -0.37
C  -0.356  0.973  0.056  0.19
S  -1.288  2.339  0.582  0.29
C  -2.754  2.179  -0.491  -0.60
C  -3.757  1.162  0.060  0.66
O  -4.743  1.510  0.676  -0.63
N  -3.433  -0.103  -0.235  -0.65
C  -4.162  -1.248  0.261  -0.06
C  -3.380  -1.961  1.371  -0.41
C  -2.370  -2.858  0.639  -0.42
C  -2.883  -2.991  -0.808  -0.42
C  -4.259  -2.319  -0.825  -0.41
N  -0.718  0.079  -0.831  -0.37
N  0.281  -0.808  -0.946  -0.27
C  1.241  -0.462  -0.131  0.29
C  2.486  -1.203  -0.001  -0.02
C  3.073  -1.715  -1.157  -0.20
C  4.249  -2.434  -1.080  -0.20
C  4.849  -2.658  0.148  -0.21
C  4.258  -2.174  1.303  -0.20
C  3.081  -1.451  1.233  -0.23
H  0.448  4.338  -1.601  0.17
H  1.911  5.357  -1.590  0.17
H  0.589  5.679  -0.433  0.20
H  3.313  3.364  -1.057  0.18
H  1.812  2.427  -1.213  0.17
H  3.463  2.703  1.350  0.22
H  3.508  1.300  0.264  0.22
H  2.013  0.966  2.275  0.21
H  1.039  2.351  1.731  0.24
H  -3.208  3.169  -0.490  0.26
H  -2.404  1.908  -1.486  0.25
H  -2.533  -0.285  -0.677  0.44
H  -5.134  -0.882  0.603  0.23
H  -2.899  -1.248  2.040  0.21
H  -4.072  -2.564  1.960  0.21
H  -2.292  -3.829  1.126  0.21
H  -1.377  -2.411  0.641  0.21
H  -2.944  -4.032  -1.122  0.21
H  -2.203  -2.479  -1.488  0.21
H  -4.505  -1.894  -1.797  0.22
H  -5.037  -3.032  -0.552  0.20
H  2.590  -1.539  -2.106  0.23
H  4.700  -2.823  -1.981  0.22
H  5.771  -3.218  0.208  0.22
H  4.711  -2.364  2.264  0.22
H  2.612  -1.109  2.144  0.21

Properties
**E_HOMO**: -8.45 eV
**Gap between HOMO and LUMO**: 9.0271 eV
**Electronic energy**: -1507.31442 Ha
**Relative energy (zero: lowest compared OMol25 entry of this formula, charge and spin)**: 1.8273 eV
**Lowest unoccupied orbital energy**: 0.58 eV
**SMILES string**: COCCCn1c(SCC(=O)NC2CCCC2)nnc1-c1ccccc1

=====

[5]
A cluster of 2 separate species, C3H5N4 in total in a non-equilibrium geometry, computed with ωB97M-V/def2-TZVPD.

Last column: natural (NBO) charge in e.
Atoms and positions in Å:
C  1.762  1.658  0.477  0.20
C  0.894  -2.174  -0.412  0.02
C  -1.992  1.175  -0.157  0.00
N  -0.821  -0.811  0.489  0.20
N  1.209  0.689  0.105  -0.44
N  -0.036  -1.515  -0.074  -0.05
N  -1.587  -0.027  -0.025  -0.09
H  2.070  2.573  0.762  0.24
H  0.755  -3.082  -1.039  0.24
H  1.945  -1.855  -0.074  0.24
H  -1.255  1.844  0.294  0.21
H  -2.944  1.526  -0.346  0.24

Properties
**E_HOMO**: -14.87 eV
**Gap between HOMO and LUMO**: 10.1944 eV
**Charge**: +1
**Electronic energy**: -335.86910 Ha
**Relative energy (zero: lowest compared OMol25 entry of this formula, charge and spin)**: 5.5423 eV
**Lowest unoccupied orbital energy**: -4.68 eV

=====

[6]
An isolated molecule of C6H11N in a non-equilibrium geometry, computed with ωB97M-V/def2-TZVPD.

Last column: natural (NBO) charge in e.
Atoms and positions in Å:
C  0.744  -1.691  -1.993  -0.39
C  0.675  -0.619  -1.187  -0.18
C  -0.376  0.080  -0.297  -0.09
C  -1.214  0.999  -1.111  -0.66
C  -0.081  0.244  1.051  0.19
C  0.770  -0.677  1.889  -0.65
N  -0.605  1.452  1.758  -0.88
H  1.622  -2.199  -2.278  0.20
H  -0.112  -2.312  -2.278  0.18
H  1.602  -0.063  -1.068  0.19
H  -0.970  2.023  -0.725  0.22
H  -2.338  0.734  -1.017  0.22
H  -1.128  0.948  -2.198  0.23
H  1.746  -0.192  1.885  0.21
H  0.880  -1.628  1.510  0.22
H  0.508  -0.808  2.960  0.23
H  -0.077  2.218  1.454  0.37
H  -1.645  1.492  1.645  0.38

Properties
**E_HOMO**: -8.51 eV
**Gap between HOMO and LUMO**: 9.4559 eV
**Electronic energy**: -289.87089 Ha
**Relative energy (zero: lowest compared OMol25 entry of this formula, charge and spin)**: 2.7427 eV
**Lowest unoccupied orbital energy**: 0.95 eV
**SMILES string**: C=C/C(C)=C(\C)N